(1)
The following is a DFT calculation (ωB97M-V with the def2-TZVPD basis set) of C6H19CdNO5 as an isolated structure.

ΔE to the lowest compared entry with this formula, charge and spin = 33.31 kcal per mole

The geometry in XYZ format:
```
32
C6H19CdNO5 | the OMol25 dataset | ωB97M-V with the def2-TZVPD basis set
Cd -24.53754 18.03923 11.97353
O -25.72922 18.33571 13.74097
C -26.80336 19.15961 13.36497
C -26.67543 19.89035 11.91594
O -25.93502 19.18892 10.87623
H -26.97721 19.90770 14.13843
H -27.73092 18.59013 13.42342
H -26.31068 20.91326 12.00929
H -27.67600 20.13011 11.55611
C -25.62356 13.80250 11.78353
C -25.09928 15.20727 12.28375
C -23.56349 15.17239 12.48818
O -23.22136 16.50825 12.86647
C -22.11916 16.66517 13.72575
N -25.45378 16.22225 11.28729
H -25.35881 13.61615 10.74273
H -26.71066 13.87191 11.82225
H -25.28082 12.99896 12.43543
H -25.62977 15.52960 13.17974
H -23.07729 14.87317 11.55964
H -23.20969 14.49014 13.26113
H -22.37820 16.18704 14.67041
H -21.89888 17.69170 14.01868
H -21.25123 16.21863 13.24056
H -24.91471 15.95144 10.47724
H -26.41958 16.25783 10.99390
O -23.21487 17.65652 10.50761
H -23.45652 17.17122 9.71874
H -22.26615 17.54848 10.57465
O -23.27694 19.56276 12.98122
H -22.39755 19.80037 13.27525
H -23.85026 19.82783 13.70044
```



(2)
The following is a DFT calculation (ωB97M-V with the def2-TZVPD basis set) of a 4-piece molecular cluster, C6H19ClNO4 overall.

ΔE to the lowest compared entry with this formula, charge and spin = 0.00 kcal per mole
Charge = -1

The geometry in XYZ format:
```
31
C6H19ClNO4 | the OMol25 dataset | ωB97M-V with the def2-TZVPD basis set
Cl 0.97507 1.30733 -2.20958
C 0.11554 0.22708 4.24275
O 0.16830 1.02479 3.07941
C 0.81669 0.45749 1.93177
C 0.09748 -0.79645 1.47739
N 0.44907 -1.18967 0.12006
C -0.37922 -2.26890 -0.37545
C -1.77558 -1.83812 -0.81103
O -1.59824 -1.03302 -1.95324
C -2.68573 -0.26090 -2.37411
H -0.46927 -0.68571 4.09384
H -0.44717 0.85300 4.93771
H 1.11047 -0.00589 4.63177
H 1.88617 0.38102 2.15424
H 0.74960 1.22510 1.15787
H -0.98330 -0.60254 1.57081
H 0.25772 -1.62023 2.18303
H 0.45216 -0.34539 -0.45538
H -0.46246 -3.06325 0.36922
H 0.14046 -2.66718 -1.25054
H -2.28419 -1.28173 -0.01264
H -2.38230 -2.70340 -1.12669
H -2.34031 0.26528 -3.25970
H -2.92574 0.48706 -1.60370
H -3.58990 -0.85524 -2.56357
O 2.38562 2.71900 -4.73459
H 1.90643 2.63141 -3.87760
H 1.99958 3.49578 -5.15130
O 3.31497 1.92972 -0.00426
H 2.81288 2.55905 0.52067
H 2.68522 1.65450 -0.70718
```



(3)
The following is a DFT calculation (ωB97M-V with the def2-TZVPD basis set) of C6H19GaN2O2 as an isolated structure.

Calculated total energy = -2424.5494 Ha

The geometry in XYZ format:
```
30
C6H19GaN2O2 | the OMol25 dataset | ωB97M-V with the def2-TZVPD basis set
N -0.29685 0.50962 1.23388
C 0.43500 1.83930 1.16096
C -0.44427 3.13408 1.65371
C -1.79479 3.43038 0.77213
Ga -3.33154 2.07269 1.03065
O -3.23707 0.81384 -0.43642
H -0.86331 0.56822 2.11566
H 0.35777 -0.30160 1.31178
H 0.92229 1.98145 0.09804
H 1.34603 1.74867 1.92704
H -0.64495 3.09586 2.82979
H 0.26077 4.08596 1.50703
H -2.21240 4.48673 1.13937
H -1.58255 3.56122 -0.38687
H -3.25975 1.21282 2.37759
H -4.75109 2.81013 0.86076
H -2.33912 0.97482 -0.85092
C 0.23680 -1.78350 -1.36115
C 1.50342 -2.19463 -0.67543
O 2.09137 -1.56924 0.18285
N 2.11572 -3.44091 -0.93509
C 2.76012 -3.55214 -2.25741
H -0.10846 -0.83103 -0.95027
H 0.41469 -1.66103 -2.43178
H -0.53294 -2.54095 -1.19406
H 1.40169 -4.16310 -0.84601
H 2.81141 -3.51855 -0.18242
H 2.02262 -3.34268 -3.03610
H 3.12384 -4.57776 -2.35647
H 3.59555 -2.84864 -2.30085
```



Calculated largest force on an atom in order - 4.85 1.33 4.89 eV/A